(1)
Formula: C43H55F3N12O6S
Source: OMol25
Level of theory: ωB97M-V/def2-TZVPD

Properties
HOMO energy in Eh: -0.3023
Spin multiplicity: 1
LUMO level in eV: -1.88
SMILES: C#C[C@]1(C[C@H](C)F)C(=O)N[C@](Cc2ccc(C)cc2)(C[C@@H]2CO2)[C@]1(N(C(=O)F)C(=O)F)S(C)(=O)=O.CC#N.CC#N.CC#N.CC#N.CC#N.CC#N.CC#N.CC#N.CC#N.CC#N
Orbital gap in eV: 6.3

Each line ends with the Mulliken charge.
CARTESIAN COORDINATES (ANGSTROEM)
C1 6.170 -1.340 -0.839  -1.297
C2 4.843 -1.533 -0.355  -0.664
C3 3.491 -1.252 0.591  2.144
C4 3.903 -1.565 2.134  -0.417
C5 5.465 -1.886 2.451  0.285
C6 5.900 -3.482 2.198  -0.937
F1 5.618 -1.718 3.948  -0.403
C7 2.660 -2.654 0.196  -0.657
O1 3.059 -3.923 0.370  -0.611
N1 1.436 -2.053 -0.425  0.797
C8 1.105 -0.663 0.165  -0.811
C9 0.411 -1.193 1.575  0.128
C10 -0.792 -2.303 1.361  -0.047
C11 -0.611 -3.926 1.259  -0.303
C12 -1.960 -4.898 1.066  -0.620
C13 -3.505 -4.320 1.014  0.642
C14 -4.866 -5.223 0.841  -0.946
C15 -3.688 -2.694 1.119  -0.866
C16 -2.354 -1.714 1.286  -0.138
C17 -0.045 -0.176 -0.858  -1.062
C18 -0.950 1.190 -0.162  0.331
C19 -2.126 1.878 -1.242  -1.094
O2 -0.697 2.581 -0.830  -0.417
C20 2.586 0.114 0.236  0.975
N2 2.767 1.363 0.990  0.602
C21 4.111 1.730 1.502  0.404
O3 4.166 2.809 2.338  -0.565
F2 5.436 1.153 1.188  -0.171
C22 1.767 1.789 1.989  0.302
O4 1.759 1.200 3.219  -0.424
F3 0.762 2.910 1.855  -0.279
S1 3.031 0.770 -1.510  1.406
C23 2.843 -0.474 -2.880  -0.666
O5 4.462 1.346 -1.620  -0.719
O6 2.105 2.011 -1.833  -0.648
H1 7.251 -1.117 -1.277  0.318
H2 3.582 -0.660 2.841  -0.145
H3 3.272 -2.493 2.543  0.615
H4 6.249 -1.130 1.999  0.165
H5 6.799 -3.791 2.914  0.353
H6 4.994 -4.175 2.506  0.184
H7 6.120 -3.713 1.066  0.235
H8 1.226 -2.197 -1.427  -0.115
H9 -0.100 -0.307 2.193  0.498
H10 1.159 -1.687 2.326  0.328
H11 0.464 -4.416 1.320  0.215
H12 -1.825 -6.073 0.987  0.295
H13 -4.859 -6.140 1.605  0.315
H14 -5.837 -4.598 1.142  0.272
H15 -4.984 -5.708 -0.231  0.262
H16 -4.796 -2.254 1.103  0.176
H17 -2.603 -0.551 1.363  0.014
H18 0.270 0.183 -1.918  0.367
H19 -0.911 -0.974 -1.053  0.557
H20 -1.252 1.133 1.055  0.243
H21 -1.890 1.879 -2.391  0.375
H22 -2.657 2.848 -0.835  0.362
H23 1.766 -0.880 -3.077  0.306
H24 3.171 0.075 -3.889  0.191
H25 3.549 -1.422 -2.812  0.296
C24 -5.631 2.728 -3.033  0.232
C25 -5.076 1.361 -2.665  0.370
N3 -4.616 0.227 -2.360  -0.537
H26 -4.851 3.487 -2.926  0.302
H27 -5.982 2.721 -4.068  -0.318
H28 -6.467 2.980 -2.375  0.030
C26 4.032 2.266 5.354  0.563
C27 4.323 1.356 6.536  0.240
N4 4.564 0.601 7.516  -0.495
H29 3.571 1.691 4.545  -0.348
H30 3.348 3.064 5.657  0.339
H31 4.961 2.713 4.989  -0.271
C28 -8.697 3.492 0.973  -0.713
C29 -8.038 4.082 -0.264  0.439
N5 -7.492 4.572 -1.289  -0.538
H32 -8.874 2.424 0.826  0.266
H33 -8.048 3.630 1.842  0.263
H34 -9.652 3.990 1.159  0.273
C30 0.415 -5.801 -3.100  -0.883
C31 1.083 -4.438 -3.183  0.579
N6 1.637 -3.308 -3.252  -0.608
H35 0.799 -6.453 -3.889  0.332
H36 0.620 -6.258 -2.128  0.279
H37 -0.667 -5.694 -3.222  0.284
C32 0.831 6.244 1.912  -0.290
C33 0.306 7.231 2.941  0.255
N7 -0.130 8.050 3.796  -0.418
H38 0.723 5.222 2.285  -0.079
H39 0.269 6.344 0.979  0.275
H40 1.888 6.440 1.713  0.269
C34 -2.506 -5.374 5.549  -0.808
C35 -2.926 -5.882 4.179  0.469
N8 -3.274 -6.303 3.043  -0.549
H41 -1.417 -5.284 5.596  0.264
H42 -2.952 -4.394 5.737  0.258
H43 -2.839 -6.071 6.323  0.318
C36 -3.554 -1.127 -5.784  -0.438
C37 -2.690 -2.200 -5.142  0.424
N9 -1.973 -3.091 -4.610  -0.538
H44 -4.106 -1.548 -6.629  0.300
H45 -4.266 -0.735 -5.053  0.116
H46 -2.925 -0.307 -6.143  0.136
C38 2.034 2.102 -5.900  -0.567
C39 0.641 1.637 -6.292  0.452
N10 -0.515 1.252 -6.618  -0.528
H47 2.454 2.730 -6.690  0.339
H48 1.986 2.680 -4.973  0.180
H49 2.686 1.237 -5.747  0.151
C40 7.418 3.943 5.258  -0.408
C41 7.790 5.223 5.990  0.251
N11 8.098 6.284 6.596  -0.410
H50 7.006 3.217 5.964  0.181
H51 6.670 4.157 4.489  0.065
H52 8.305 3.514 4.783  0.311
C42 -7.646 4.425 -6.725  -0.825
C43 -7.091 3.058 -6.358  0.497
N12 -6.631 1.924 -6.053  -0.536
H53 -6.866 5.184 -6.618  0.270
H54 -7.997 4.418 -7.761  0.324
H55 -8.482 4.677 -6.067  0.275

Atoms 1-2, force components in eV/Å:
C -9.15 -0.79 3.45
C 9.17 3.00 -2.50

(2)
Formula: C13H17NO6S
Source: OMol25
Level of theory: ωB97M-V/def2-TZVPD

Properties
HOMO energy in Eh: -0.3169
Spin multiplicity: 1
LUMO level in eV: 0.21
SMILES: CCO[C@]1(CCC(=O)Nc2ccccc2)COS(=O)(=O)O1
Orbital gap in eV: 8.8
ΔE to the lowest compared entry with this formula, charge and spin in eV: 7.483

Each line ends with the Mulliken charge.
CARTESIAN COORDINATES (ANGSTROEM)
C1 -0.345 3.209 -0.424  -1.073
C2 0.635 2.365 -1.372  -0.090
O1 2.027 2.353 -0.969  -0.439
C3 2.367 1.205 -0.178  1.144
C4 2.232 -0.272 -0.797  -0.806
C5 1.678 -1.383 0.213  -0.765
C6 0.099 -1.328 0.457  0.428
O2 -0.574 -0.263 0.597  -0.473
N1 -0.685 -2.615 0.566  -0.419
C7 -2.079 -2.282 0.115  0.564
C8 -3.269 -2.285 1.143  -0.415
C9 -4.694 -1.896 0.639  -0.500
C10 -4.881 -1.517 -0.868  -0.340
C11 -3.714 -1.538 -1.911  -0.501
C12 -2.311 -1.933 -1.402  -0.165
C13 1.942 1.481 1.353  -0.136
O3 3.113 1.656 2.245  -0.408
S1 4.469 1.069 1.438  1.039
O4 4.547 -0.397 1.738  -0.545
O5 5.721 1.820 1.790  -0.557
O6 3.842 1.348 -0.105  -0.464
H1 -0.688 2.603 0.492  0.234
H2 0.059 4.244 -0.170  0.290
H3 -1.310 3.389 -1.040  0.369
H4 0.161 1.338 -1.526  0.073
H5 0.605 2.882 -2.408  0.346
H6 1.573 -0.247 -1.749  0.400
H7 3.274 -0.614 -1.147  0.320
H8 1.897 -2.408 -0.281  0.377
H9 2.225 -1.419 1.224  0.366
H10 -0.770 -2.840 1.581  0.381
H11 -3.148 -2.549 2.245  0.214
H12 -5.586 -1.896 1.356  0.312
H13 -5.909 -1.200 -1.267  0.290
H14 -3.846 -1.257 -3.013  0.310
H15 -1.377 -1.986 -2.068  0.344
H16 1.342 0.700 1.928  0.044
H17 1.375 2.464 1.575  0.251

Atoms 1-2, force components in eV/Å:
C -0.71 -0.39 -0.53
C -1.64 1.14 -0.99

(3)
Formula: C4H12N2
Source: OMol25
Level of theory: ωB97M-V/def2-TZVPD

Properties
HOMO energy in Eh: -0.3038
Spin multiplicity: 1
LUMO level in eV: 1.12
SMILES: CN[C@H](C)CN
Orbital gap in eV: 9.4
ΔE to the lowest compared entry with this formula, charge and spin in eV: 1.135

Each line ends with the Mulliken charge.
CARTESIAN COORDINATES (ANGSTROEM)
C1 -1.146 0.406 2.011  -0.915
N1 -1.122 -0.165 0.661  -0.349
C2 0.055 0.138 -0.203  0.359
C3 -0.127 1.251 -1.221  -1.330
C4 0.541 -1.148 -0.889  -0.875
N2 1.941 -1.473 -0.703  -0.577
H1 -0.544 -0.209 2.654  0.282
H2 -2.179 0.507 2.324  0.332
H3 -0.655 1.391 2.062  0.285
H4 -2.044 -0.068 0.260  0.229
H5 0.665 0.427 0.661  0.335
H6 -1.013 1.025 -1.805  0.363
H7 -0.271 2.212 -0.716  0.342
H8 0.796 1.410 -1.779  0.347
H9 0.337 -1.145 -1.958  0.323
H10 -0.040 -2.020 -0.578  0.412
H11 2.201 -1.765 0.227  0.223
H12 2.605 -0.776 -1.009  0.213

Atoms 1-2, force components in eV/Å:
C 0.65 0.50 -1.14
N -0.85 0.04 -0.29

(4)
Formula: C2HF6NO3S2
Source: OMol25
Level of theory: ωB97M-V/def2-TZVPD

Properties
HOMO energy in Eh: -0.4124
Spin multiplicity: 1
LUMO level in eV: -0.28
Orbital gap in eV: 10.9
ΔE to the lowest compared entry with this formula, charge and spin in eV: 1.362

Each line ends with the Mulliken charge.
CARTESIAN COORDINATES (ANGSTROEM)
H1 -0.268 -1.415 -0.652  0.520
N1 -0.151 -0.158 -0.296  -0.454
S1 -1.297 -0.460 0.913  0.483
O1 -1.438 -1.897 0.348  -0.658
C1 -2.720 0.417 0.037  0.800
F1 -2.696 0.241 -1.269  -0.214
F2 -2.641 1.703 0.313  -0.220
F3 -3.833 -0.099 0.526  -0.207
S2 1.138 0.796 0.028  1.112
O2 1.087 1.259 1.406  -0.622
O3 1.282 1.718 -1.083  -0.595
C2 2.624 -0.336 -0.058  0.671
F4 2.441 -1.362 0.752  -0.214
F5 2.792 -0.762 -1.293  -0.205
F6 3.680 0.356 0.328  -0.196

Atoms 1-2, force components in eV/Å:
H -0.04 3.16 1.11
N -0.07 -2.09 0.03

(5)
Formula: C32H20BrHfN3O3S2
Source: OMol25
Level of theory: ωB97M-V/def2-TZVPD

Properties
HOMO energy in Eh: -0.2495
Spin multiplicity: 1
LUMO level in eV: -1.42
Orbital gap in eV: 5.4

Each line ends with the Mulliken charge.
CARTESIAN COORDINATES (ANGSTROEM)
Hf1 0.196 0.528 -0.055  1.258
Br1 -1.329 4.253 6.407  -0.203
C1 -1.137 3.612 4.650  -0.013
C2 -1.512 4.350 3.499  -0.263
C3 -1.166 3.926 2.263  -0.663
C4 -0.463 2.751 2.090  0.521
O1 -0.223 2.313 0.873  -0.861
C5 0.076 2.015 3.266  0.376
C6 0.831 0.849 3.090  -0.270
N1 1.230 0.329 1.901  0.061
C7 2.309 -0.560 1.882  0.079
C8 3.281 -0.632 2.943  -0.623
C9 4.261 -1.630 2.965  -0.918
C10 4.426 -2.434 1.876  -0.630
C11 3.509 -2.459 0.803  0.276
C12 3.436 -3.516 -0.153  -0.580
C13 2.255 -3.714 -0.795  -0.926
C14 1.215 -2.760 -0.794  0.042
N2 1.269 -1.680 0.023  0.148
C15 2.365 -1.549 0.861  0.891
C16 -0.401 2.429 4.537  -0.981
H1 -2.043 5.234 3.741  0.460
H2 -1.499 4.424 1.362  0.480
H3 1.026 0.191 3.922  0.832
H4 3.175 0.045 3.753  0.734
H5 4.774 -1.803 3.859  0.479
H6 5.310 -3.130 1.858  0.280
H7 4.287 -4.263 -0.278  0.318
H8 2.221 -4.491 -1.568  0.355
H9 0.328 -2.979 -1.400  0.411
H10 0.031 1.908 5.424  0.385
O2 3.526 1.693 -2.379  -0.685
C17 2.456 1.267 -1.956  0.182
O3 1.927 1.359 -0.725  -0.591
C18 1.693 0.525 -2.947  0.303
C19 2.094 0.391 -4.255  -0.700
C20 1.320 -0.352 -5.200  -0.758
C21 0.154 -0.880 -4.767  0.810
C22 -0.525 -1.794 -5.654  -0.698
C23 -1.664 -2.444 -5.234  -0.685
C24 -2.085 -2.244 -3.902  -0.711
C25 -1.402 -1.533 -2.950  -0.156
C26 -0.225 -0.798 -3.334  0.415
N3 0.550 -0.064 -2.466  0.158
H11 3.010 0.927 -4.505  0.521
H12 1.678 -0.595 -6.207  0.368
H13 -0.273 -1.759 -6.713  0.314
H14 -2.312 -3.081 -5.889  0.324
H15 -2.913 -2.754 -3.473  0.458
H16 -1.779 -1.491 -1.934  0.425
S1 -2.034 1.135 -1.371  -0.588
C27 -2.977 1.210 0.072  0.725
C28 -4.016 2.151 0.141  -0.650
C29 -5.052 1.950 1.076  -0.650
C30 -5.106 0.838 1.853  -0.598
C31 -3.964 -0.026 1.917  -0.710
C32 -2.899 0.186 1.041  0.656
S2 -1.601 -0.989 1.177  -0.505
H17 -3.987 3.022 -0.506  0.439
H18 -5.774 2.739 1.145  0.382
H19 -5.972 0.683 2.475  0.369
H20 -3.886 -0.829 2.668  0.380

Atoms 1-2, force components in eV/Å:
Hf -2.40 -0.31 -1.07
Br -0.45 0.36 0.13